w:
{
  "formula": "CH2N2P2",
  "method": "ωB97M-V/def2-TZVPD",
  "elements": ["C", "N", "N", "P", "P", "H", "H"],
  "coordinates": [[0.252, 0.414, 0.851], [1.183, 3.254, 2.203], [0.707, 2.342, -1.101], [0.850, 2.102, 1.251], [0.103, 0.988, -0.754], [0.444, -0.380, 1.448], [-0.348, 0.136, -1.680]],
  "nbo_charge": [-1.15, -0.86, -1.01, 1.42, 1.36, 0.26, -0.02],
  "gap_ev": 8.511,
  "lumo_ev": -1.02,
  "charge": 0
}

***

x:
{
  "formula": "CH2N2P2",
  "method": "ωB97M-V/def2-TZVPD",
  "elements": ["C", "N", "N", "P", "P", "H", "H"],
  "coordinates": [[-0.680, 0.527, -0.385], [0.263, 1.272, -0.051], [1.534, 0.732, 0.212], [1.751, -0.830, 0.317], [-0.299, -1.345, -0.338], [-1.675, 0.721, -0.797], [-0.894, -1.076, 1.041]],
  "nbo_charge": [-0.13, -0.26, -0.65, 0.71, 0.03, 0.23, 0.06],
  "gap_ev": 8.648,
  "lumo_ev": -0.93,
  "charge": 0
}

***

y:
{
  "formula": "CH2N2P2",
  "method": "ωB97M-V/def2-TZVPD",
  "elements": ["C", "N", "N", "P", "P", "H", "H"],
  "coordinates": [[0.230, -0.071, -1.045], [-0.385, -1.154, -1.008], [-0.799, -0.072, 1.430], [-1.358, -1.364, 0.892], [0.076, 1.046, 0.478], [0.776, 0.449, -1.858], [1.459, 1.165, 1.111]],
  "nbo_charge": [-0.21, -0.62, -1.22, 1.17, 0.67, 0.20, 0.00],
  "gap_ev": 7.734,
  "lumo_ev": -0.78,
  "charge": 0
}

***

Result of the stability comparison: w is the least stable of them.

***

w:
{
  "formula": "C3HNO3",
  "method": "ωB97M-V/def2-TZVPD",
  "elements": ["C", "C", "C", "N", "O", "O", "O", "H"],
  "coordinates": [[0.610, 0.831, -0.845], [-0.025, -0.597, 1.187], [-0.649, 0.150, -0.833], [1.515, 1.462, -1.186], [-1.051, -0.055, 0.539], [-1.250, -0.212, -1.780], [0.901, -0.932, 0.536], [-0.051, -0.647, 2.382]],
  "nbo_charge": [0.13, 0.64, 0.73, -0.20, -0.51, -0.41, -0.55, 0.17],
  "gap_ev": 11.087,
  "lumo_ev": -0.61,
  "charge": 0
}

***

x:
{
  "formula": "C3HNO3",
  "method": "ωB97M-V/def2-TZVPD",
  "elements": ["C", "C", "C", "N", "O", "O", "O", "H"],
  "coordinates": [[0.018, 0.145, 1.325], [-1.039, -0.618, 1.146], [4.949, -1.918, -0.417], [1.083, 0.764, 1.513], [5.137, -1.105, -1.171], [-2.135, -0.992, 0.632], [4.832, -2.692, 0.432], [1.199, 1.971, 1.574]],
  "nbo_charge": [0.11, 0.46, 1.02, -0.53, -0.50, -0.43, -0.52, 0.40],
  "gap_ev": [7.049, 7.078],
  "lumo_ev": [-1.69, -1.63],
  "charge": 0
}

***

y:
{
  "formula": "C3HNO3",
  "method": "ωB97M-V/def2-TZVPD",
  "elements": ["C", "C", "C", "N", "O", "O", "O", "H"],
  "coordinates": [[-0.464, -1.005, 0.150], [-1.246, -1.707, 0.928], [2.809, -2.842, -0.240], [0.085, -0.308, -0.846], [3.729, -2.358, 0.169], [-1.863, -2.423, 1.587], [1.801, -3.292, -0.547], [-0.560, 0.240, -1.399]],
  "nbo_charge": [-0.01, 0.56, 1.02, -0.49, -0.50, -0.41, -0.53, 0.35],
  "gap_ev": 7.241,
  "lumo_ev": -1.59,
  "charge": 0
}

***

Result of the stability comparison: x is the least stable of them.

***

w:
{
  "formula": "C3H6N2",
  "method": "ωB97M-V/def2-TZVPD",
  "elements": ["C", "C", "C", "N", "N", "H", "H", "H", "H", "H", "H"],
  "coordinates": [[-0.114, -0.088, -0.580], [0.088, -1.174, -1.876], [-1.053, 0.600, 0.286], [0.423, 0.761, 0.317], [1.266, 0.465, 1.380], [1.095, -1.400, -2.134], [-0.809, -1.509, -2.333], [-1.601, 1.473, -0.041], [-1.546, 0.024, 1.068], [1.003, -0.392, 1.876], [1.248, 1.239, 2.037]],
  "nbo_charge": [0.23, -0.53, -0.32, -0.26, -0.63, 0.20, 0.20, 0.21, 0.19, 0.34, 0.36],
  "gap_ev": [8.414, 8.412],
  "lumo_ev": [0.69, 0.69],
  "charge": 0
}

***

x:
{
  "formula": "C3H6N2",
  "method": "ωB97M-V/def2-TZVPD",
  "elements": ["C", "C", "N", "C", "N", "H", "H", "H", "H", "H", "H"],
  "coordinates": [[-0.821, -0.787, -0.969], [0.180, -0.257, 0.044], [0.429, 1.083, 0.013], [0.050, -0.514, 1.991], [0.805, 0.005, 2.721], [-1.457, -1.504, -0.461], [-1.448, -0.003, -1.415], [-0.320, -1.313, -1.797], [1.047, -0.878, 0.179], [0.913, 1.360, 0.857], [-0.335, 1.697, -0.239]],
  "nbo_charge": [-0.67, 0.16, -0.77, 0.05, -0.50, 0.25, 0.22, 0.24, 0.22, 0.42, 0.38],
  "gap_ev": 10.125,
  "lumo_ev": 0.13,
  "charge": 0
}

***

y:
{
  "formula": "C3H6N2",
  "method": "ωB97M-V/def2-TZVPD",
  "elements": ["C", "C", "N", "C", "N", "H", "H", "H", "H", "H", "H"],
  "coordinates": [[-0.977, -0.459, 0.415], [0.012, 0.435, -0.223], [1.025, 0.616, 0.734], [0.396, 0.133, -1.614], [0.703, -0.049, -2.715], [-1.737, -0.857, -0.277], [0.029, -1.296, 1.108], [-1.383, -0.001, 1.319], [-0.884, 1.135, -0.236], [1.890, 0.950, 0.286], [0.925, -0.606, 1.202]],
  "nbo_charge": [-0.43, -0.23, -0.78, 0.26, -0.31, 0.24, 0.07, 0.23, 0.27, 0.38, 0.29],
  "gap_ev": 10.779,
  "lumo_ev": 0.58,
  "charge": 0
}

***

z:
{
  "formula": "C3H6N2",
  "method": "ωB97M-V/def2-TZVPD",
  "elements": ["C", "C", "N", "C", "N", "H", "H", "H", "H", "H", "H"],
  "coordinates": [[1.358, -0.150, 0.121], [-0.091, 0.064, -0.366], [-0.966, -0.942, 0.227], [-0.828, 1.362, -0.236], [-1.761, 2.054, -0.250], [1.991, 0.708, -0.108], [1.418, -0.355, 1.199], [1.802, -1.030, -0.371], [-0.098, -0.108, -1.450], [-1.922, -0.692, -0.009], [-0.902, -0.911, 1.243]],
  "nbo_charge": [-0.60, -0.14, -0.79, 0.25, -0.33, 0.22, 0.21, 0.23, 0.23, 0.37, 0.36],
  "gap_ev": 10.973,
  "lumo_ev": 0.78,
  "charge": 0
}

***

Result of the stability comparison: w is the least stable of them.

***

w:
{
  "formula": "C3H6N2",
  "method": "ωB97M-V/def2-TZVPD",
  "elements": ["C", "C", "C", "H", "H", "H", "H", "H", "H", "N", "N"],
  "coordinates": [[-1.419, -1.295, -0.742], [1.253, 0.736, -0.310], [0.448, 0.906, 1.015], [-2.331, -1.186, -1.297], [-0.962, -2.291, -0.566], [0.736, 0.968, -1.334], [2.275, 0.404, -0.009], [-0.519, 1.490, 1.098], [1.012, 0.859, 2.073], [-0.875, -0.113, -0.319], [0.383, -0.478, 0.391]],
  "nbo_charge": [-0.11, -0.32, -0.28, 0.18, 0.19, 0.26, 0.23, 0.23, 0.20, -0.30, -0.28],
  "gap_ev": 10.724,
  "lumo_ev": 1.18,
  "charge": 0
}

***

x:
{
  "formula": "C3H6N2",
  "method": "ωB97M-V/def2-TZVPD",
  "elements": ["C", "C", "N", "C", "N", "H", "H", "H", "H", "H", "H"],
  "coordinates": [[-0.605, 1.133, 0.136], [-0.165, -0.289, -0.071], [0.741, -0.402, -1.132], [0.290, -0.844, 1.136], [0.404, -1.589, 2.029], [-1.383, 1.205, 0.899], [0.244, 1.745, 0.459], [-0.974, 1.527, -0.813], [-1.107, -0.918, -0.303], [0.841, -1.366, -1.500], [1.713, -0.203, -0.840]],
  "nbo_charge": [-0.59, -0.17, -0.81, 0.25, -0.30, 0.22, 0.21, 0.23, 0.23, 0.37, 0.36],
  "gap_ev": 11.007,
  "lumo_ev": 0.69,
  "charge": 0
}

***

Result of the stability comparison: w is the least stable of them.

***

w:
{
  "formula": "C3H6N2",
  "method": "ωB97M-V/def2-TZVPD",
  "elements": ["C", "N", "C", "C", "N", "H", "H", "H", "H", "H", "H"],
  "coordinates": [[-0.437, 0.137, -0.012], [-1.817, 0.083, -0.124], [0.516, 1.080, 0.108], [0.571, -0.963, -0.029], [1.635, 0.202, 0.138], [-2.237, -0.716, 0.328], [-2.279, 0.946, 0.127], [2.214, 0.223, -0.697], [0.548, 2.145, 0.248], [0.641, -1.548, -0.947], [0.645, -1.588, 0.859]],
  "nbo_charge": [0.11, -0.81, -0.13, -0.26, -0.60, 0.37, 0.38, 0.34, 0.19, 0.20, 0.20],
  "gap_ev": 8.483,
  "lumo_ev": 1.08,
  "charge": 0
}

***

x:
{
  "formula": "C3H6N2",
  "method": "ωB97M-V/def2-TZVPD",
  "elements": ["C", "N", "C", "C", "N", "H", "H", "H", "H", "H", "H"],
  "coordinates": [[1.600, -0.998, -0.246], [0.316, -0.331, -0.136], [-1.378, 1.566, 0.203], [-1.891, 0.353, -0.123], [-1.908, -0.806, -0.382], [1.524, -2.060, 0.034], [2.342, -0.554, 0.439], [1.979, -0.925, -1.268], [0.024, -0.454, 0.837], [-1.438, 1.925, 1.225], [-1.169, 2.284, -0.582]],
  "nbo_charge": [-0.49, -0.45, -0.37, 0.20, -0.26, 0.21, 0.21, 0.19, 0.30, 0.22, 0.23],
  "gap_ev": [8.646, 9.291],
  "lumo_ev": [-0.96, -0.04],
  "charge": 0
}

***

y:
{
  "formula": "C3H6N2",
  "method": "ωB97M-V/def2-TZVPD",
  "elements": ["C", "C", "C", "H", "H", "H", "H", "H", "H", "N", "N"],
  "coordinates": [[0.962, 0.153, 0.556], [-1.140, -0.426, -0.493], [-0.631, 0.759, -1.153], [1.123, -0.085, 2.393], [1.766, 0.861, 0.558], [-1.402, -0.491, 0.571], [-1.548, -1.178, -1.151], [-0.691, 1.624, -0.548], [-0.629, 0.829, -2.271], [0.556, -0.362, 1.600], [0.335, -0.277, -0.601]],
  "nbo_charge": [0.25, -0.26, -0.26, 0.34, 0.16, 0.24, 0.21, 0.20, 0.22, -0.67, -0.42],
  "gap_ev": 10.712,
  "lumo_ev": 1.15,
  "charge": 0
}

***

z:
{
  "formula": "C3H6N2",
  "method": "ωB97M-V/def2-TZVPD",
  "elements": ["C", "C", "C", "H", "H", "H", "H", "H", "H", "N", "N"],
  "coordinates": [[0.821, 0.514, -0.086], [-0.764, 0.922, 0.060], [-0.581, -1.267, 0.009], [1.207, 0.939, -0.948], [1.562, 1.029, 0.653], [-1.131, 1.517, -0.784], [-0.878, 1.464, 1.053], [-0.954, -2.263, 0.039], [1.441, -1.586, 0.088], [-1.473, -0.357, -0.087], [0.750, -0.911, 0.003]],
  "nbo_charge": [-0.24, -0.25, 0.25, 0.18, 0.18, 0.20, 0.20, 0.19, 0.40, -0.49, -0.63],
  "gap_ev": 9.461,
  "lumo_ev": 1.04,
  "charge": 0
}

***

Result of the stability comparison: x is the least stable of them.

***

w:
{
  "formula": "C5H11NO2",
  "method": "ωB97M-V/def2-TZVPD",
  "elements": ["N", "C", "C", "C", "C", "C", "O", "H", "H", "H", "H", "H", "H", "H", "H", "H", "H", "H", "O"],
  "coordinates": [[0.678, -1.507, -0.099], [1.995, -0.960, 0.306], [1.611, 0.390, 0.900], [0.371, 0.822, 0.082], [-0.279, -0.519, -0.390], [-0.621, -0.431, -1.932], [-1.625, 0.076, -2.277], [0.316, -2.291, 0.464], [2.435, -1.696, 0.992], [2.611, -0.820, -0.575], [2.406, 1.121, 0.731], [1.421, 0.365, 1.972], [0.681, 1.347, -0.820], [-0.330, 1.449, 0.637], [-1.226, -0.705, 0.115], [0.072, -0.872, -2.671], [-3.122, 1.658, 0.236], [-3.489, 1.062, 1.545], [-3.907, 1.508, 0.786]],
  "nbo_charge": [-0.20, -0.26, -0.42, -0.39, -0.20, 0.45, -0.36, 0.43, 0.26, 0.25, 0.26, 0.24, 0.23, 0.26, 0.28, 0.19, 0.45, 0.46, -0.91],
  "gap_ev": [10.442, 5.917],
  "lumo_ev": [-3.94, -8.46],
  "s_squared": 0.76,
  "multiplicity": 2,
  "charge": 1
}

***

x:
{
  "formula": "C5H11NO2",
  "method": "ωB97M-V/def2-TZVPD",
  "elements": ["C", "N", "C", "O", "C", "C", "C", "H", "H", "H", "H", "H", "H", "H", "H", "H", "H", "H", "O"],
  "coordinates": [[0.879, 0.234, -1.290], [-0.334, -0.487, -0.879], [-1.568, 0.019, -1.329], [-2.582, -0.159, -0.713], [-0.103, -1.083, 0.459], [1.402, -0.756, 0.803], [1.690, 0.481, -0.045], [1.466, -0.418, -1.957], [0.540, 1.065, -1.909], [-1.592, 0.584, -2.267], [-0.653, -0.595, 1.285], [-0.270, -2.153, 0.573], [1.436, -0.691, 1.883], [1.998, -1.614, 0.489], [2.711, 0.492, -0.425], [1.465, 1.386, 0.514], [-2.157, 1.995, 1.868], [-2.483, 0.626, 1.178], [-1.846, 1.073, 1.762]],
  "nbo_charge": [-0.26, -0.03, 0.50, -0.39, -0.31, -0.40, -0.42, 0.28, 0.25, 0.19, 0.32, 0.28, 0.26, 0.23, 0.25, 0.25, 0.50, 0.48, -0.97],
  "gap_ev": [11.415, 6.652],
  "lumo_ev": [-3.89, -8.64],
  "s_squared": 0.77,
  "multiplicity": 2,
  "charge": 1
}

***

y:
{
  "formula": "C5H11NO2",
  "method": "ωB97M-V/def2-TZVPD",
  "elements": ["C", "N", "C", "C", "C", "O", "C", "O", "H", "H", "H", "H", "H", "H", "H", "H", "H", "H", "H"],
  "coordinates": [[-0.101, -1.081, -2.304], [0.370, -0.872, -0.895], [-0.586, -0.114, -0.148], [-0.093, 1.160, 0.495], [0.893, 1.007, 1.749], [2.200, 1.460, 1.452], [-1.330, -0.821, 0.886], [-1.947, -1.816, 0.458], [-0.495, -0.126, -2.717], [0.637, -1.565, -2.999], [-1.048, -1.729, -2.364], [0.719, -1.724, -0.548], [-1.314, 0.323, -0.833], [0.399, 1.758, -0.373], [-0.910, 1.742, 0.888], [0.984, 0.077, 2.091], [0.618, 1.798, 2.636], [2.452, 1.108, 0.584], [-1.450, -0.583, 1.942]],
  "nbo_charge": [-0.49, -0.17, -0.22, -0.42, -0.07, -0.68, 0.38, -0.41, 0.25, 0.27, 0.30, 0.42, 0.28, 0.25, 0.26, 0.16, 0.22, 0.46, 0.21],
  "gap_ev": [9.805, 5.598],
  "lumo_ev": [-4.57, -8.75],
  "s_squared": 0.76,
  "multiplicity": 2,
  "charge": 1
}

***

Result of the stability comparison: y is the least stable of them.